Here is a single C3H7N3S2 molecule from OMol25. Energies are from the ωB97M-V functional and the def2-TZVPD basis.

```
! wB97M-V def2-TZVPD RIJCOSX def2/J DEFGRID3
* xyz 0 1
H 1.25140 2.98818 -0.43368
N 1.25931 1.92088 -0.78853
C 0.58868 1.04513 -0.15528
N 0.56435 -0.40199 -0.30896
C 1.20801 -0.55891 -1.63583
S -0.91393 1.43514 0.98007
N -0.98977 0.08780 1.94119
C -1.82708 -0.99379 1.60431
S -2.69367 -1.26832 0.24856
H -0.31977 -0.76376 -0.52002
H 1.00862 -1.50888 -2.10568
H 2.36649 -0.65538 -1.51590
H 0.81148 0.31347 -2.33152
H -0.21418 -0.03221 2.54766
H -2.09993 -1.60736 2.47361
*
```

Output
SMILES   [H]/N=C(/NC)SNC=S
Energy   -29362.9062 eV
HOMO   -8.91 eV
ΔE to the lowest compared entry with this formula, charge and spin   262.5 kJ/mol
Orbital gap   8.81 eV
M   149.24 Da